# C2H6N2O

C2H6N2O as an isolated structure (ωB97M-V/def2-TZVPD, OMol25).

Geometry (Å):
C1 -0.720 -0.779 -1.271
C2 0.365 1.419 1.301
O1 0.152 -2.274 -0.568
N1 -0.026 -0.058 -0.373
N2 -0.536 0.538 0.589
H1 1.097 -2.144 -0.731
H2 -1.812 -0.718 -1.243
H3 -0.233 -0.927 -2.228
H4 -0.134 2.382 1.420
H5 1.328 1.556 0.803
H6 0.518 1.005 2.301

LUMO level   -0.319 eV
HOMO level   -9.1 eV
HOMO-LUMO gap   8.741 eV
Energy above the lowest of the compared OMol25 structures with the same formula, charge and spin   114.2 kcal per mole
E   -264.4053 hartree